# 1
The following is a quantum chemistry calculation of a structure of composition C53H44IrN7OTe, from the Open Molecules 2025 dataset.

F_max   0.533 eV Å⁻¹
Total charge   +1
LUMO level (alpha / beta)   -2.7 / -3.5 eV
E_HOMO (alpha / beta)   -0.3366 / -0.3376 Ha
2S+1   2
ΔE to the lowest compared entry with this formula, charge and spin   0.0 kcal/mol

```
107
Properties=species:S:1:pos:R:3:forces:R:3
Ir 2.18802 -0.69477 -0.22480 0.4 -0.3 -0.2
C 1.70112 -1.11928 4.05745 0.1 0.0 0.0
C 1.43859 -1.09287 2.67812 0.0 0.1 0.0
N 2.34641 -0.71661 1.80417 -0.1 -0.1 0.1
C 3.61142 -0.36116 2.21530 0.0 0.0 0.0
C 3.93717 -0.35350 3.58384 0.0 0.0 0.0
C 2.93614 -0.75084 4.50191 0.0 0.0 0.0
C 5.22918 0.05104 3.98605 0.0 0.0 0.0
C 6.12221 0.44610 3.03282 0.0 0.0 0.0
C 5.80653 0.44278 1.66179 0.0 0.0 0.0
C 4.56784 0.02092 1.20494 0.0 0.0 0.0
N 4.09272 -0.05441 -0.08242 0.0 0.0 0.1
C 4.74355 0.03070 -1.29086 0.0 0.0 0.0
C 6.07660 0.30440 -1.54801 0.0 0.0 0.0
C 6.57098 0.38456 -2.86280 0.0 0.0 0.0
C 5.77339 0.18978 -3.95256 0.0 0.0 0.0
C 4.41485 -0.13804 -3.75180 0.0 0.0 0.0
C 3.53006 -0.41116 -4.81998 0.0 0.0 0.0
C 2.24004 -0.77962 -4.56947 0.0 0.0 0.0
C 1.81474 -0.88039 -3.23768 0.0 -0.1 0.0
N 2.60609 -0.60313 -2.22419 0.0 -0.1 0.0
C 3.91087 -0.22800 -2.44000 0.0 0.0 0.0
H 0.91890 -1.43068 4.73410 0.0 0.0 0.0
H 0.47776 -1.38554 2.27721 0.1 0.1 0.0
H 3.17097 -0.75702 5.55906 0.0 0.0 0.0
H 5.48576 0.05125 5.03648 0.0 0.0 0.0
H 7.11012 0.77544 3.32743 0.0 0.0 0.0
H 6.55848 0.79886 0.98216 0.0 0.0 0.0
H 6.77716 0.44997 -0.74709 0.0 0.0 0.0
H 7.62067 0.60867 -2.99981 0.0 0.0 0.0
H 6.16230 0.26068 -4.95901 0.0 0.0 0.0
H 3.89761 -0.33501 -5.83554 0.0 0.0 0.0
H 1.54827 -1.00691 -5.36755 0.0 0.0 0.0
H 0.81479 -1.21059 -2.98296 0.0 0.0 0.0
C -8.02730 -2.53748 -1.43788 0.0 0.0 0.0
C -6.55604 -2.26930 -1.28845 0.0 0.0 0.0
C -6.03664 -0.99138 -1.45082 0.0 0.0 0.0
C -4.68001 -0.72256 -1.31432 0.0 0.0 0.0
C -4.21319 0.69577 -1.52992 0.0 0.0 0.0
C -3.81726 -1.78043 -0.98431 0.0 0.2 0.0
Te -1.70766 -1.26365 -0.76888 -0.1 -0.2 0.0
N 0.48870 -1.89243 -0.44175 -0.3 0.2 0.1
C 1.18716 -2.97912 -0.34816 0.1 -0.1 -0.1
O 2.46523 -2.77195 -0.15396 -0.1 0.4 -0.1
C 0.70499 -4.37385 -0.43619 -0.1 0.0 0.0
C 1.19675 -5.31511 0.46419 0.0 0.0 0.0
C 0.75991 -6.62775 0.39722 0.0 0.0 0.0
C -0.15161 -7.00972 -0.57918 0.0 0.0 0.0
C -0.62553 -6.07754 -1.49085 0.0 0.0 0.0
C -0.20279 -4.75832 -1.41660 0.1 0.0 0.0
C -1.79353 -1.18462 1.34751 0.0 -0.1 0.0
C -1.63033 -2.38907 2.03463 -0.2 0.0 0.0
C -1.66239 -2.42466 3.41711 -0.1 0.0 0.0
C -1.86167 -1.24710 4.12627 0.0 0.0 0.0
C -1.99852 -0.05249 3.44537 0.1 0.0 0.0
C -1.95469 0.01055 2.04906 0.0 0.0 0.0
C -2.06777 1.36793 1.41158 0.0 0.0 0.0
C -4.30719 -3.08122 -0.85754 0.1 -0.1 0.0
C -3.43791 -4.28231 -0.60165 0.0 0.1 0.1
C -5.67505 -3.29838 -0.99761 0.0 0.0 0.0
H -8.57306 -1.62747 -1.68076 0.0 0.0 0.0
H -8.44176 -2.94653 -0.51558 0.0 0.0 0.0
H -8.21120 -3.26563 -2.22884 0.0 0.0 0.0
H -6.70736 -0.17472 -1.69316 0.0 0.0 0.0
H -5.06144 1.34172 -1.74917 0.0 0.0 0.0
H -3.51634 0.77069 -2.36796 0.0 0.0 0.0
H -3.71366 1.09919 -0.65018 0.0 0.0 0.0
H 1.92400 -5.00873 1.20483 0.0 0.0 0.0
H 1.13854 -7.35770 1.10015 0.0 0.0 0.0
H -0.48369 -8.03792 -0.63528 0.0 0.0 0.0
H -1.32074 -6.37921 -2.26311 0.0 0.0 0.0
H -0.55774 -4.02765 -2.13432 0.0 0.0 0.0
H -1.45112 -3.30510 1.49206 0.0 -0.1 -0.1
H -1.53356 -3.36528 3.93614 0.0 0.0 0.0
H -1.90015 -1.26062 5.20804 0.0 0.0 0.0
H -2.13421 0.86848 4.00077 0.0 0.0 0.0
H -1.42004 2.07732 1.92838 0.0 0.0 0.0
H -3.08838 1.74864 1.48772 0.0 0.0 0.0
H -1.78686 1.35972 0.35939 0.0 0.0 0.0
H -2.38107 -4.02917 -0.57267 -0.1 0.0 0.1
H -3.57326 -5.02506 -1.38945 0.0 0.0 0.0
H -3.70213 -4.75857 0.34422 0.0 0.0 0.0
H -6.05494 -4.30916 -0.88860 0.0 0.0 0.0
N 0.24351 6.18685 0.64488 0.0 0.0 0.0
C -0.63068 7.22978 0.41754 0.0 0.0 0.0
C -0.69852 8.52731 0.91849 0.0 0.0 0.0
C -1.73803 9.30808 0.46025 0.0 0.0 0.0
C -2.67901 8.81996 -0.46496 0.0 0.0 0.0
C -2.60371 7.53682 -0.95818 0.0 0.0 0.0
C -1.55639 6.72998 -0.50786 0.0 0.0 0.0
N -1.24007 5.42535 -0.83786 0.0 0.0 0.0
C -0.17523 5.14456 -0.13997 0.0 0.0 0.0
C 0.48112 3.83787 -0.18061 0.0 -0.1 0.0
C 0.16115 2.95167 -1.20750 0.0 0.0 0.0
C 0.72802 1.69829 -1.21695 -0.1 0.1 -0.1
N 1.58091 1.27632 -0.27204 -0.1 -0.1 0.1
C 1.92162 2.13512 0.69202 0.2 0.1 0.1
C 1.39902 3.41022 0.77328 -0.1 0.0 -0.1
H 1.07038 6.21959 1.21388 0.0 0.0 0.0
H 0.02203 8.90813 1.62972 0.0 0.0 0.0
H -1.83455 10.32350 0.82024 0.0 0.0 0.0
H -3.47561 9.47382 -0.79300 0.0 0.0 0.0
H -3.32124 7.15676 -1.67214 0.0 0.0 0.0
H -0.53589 3.24866 -1.97755 0.0 0.0 0.0
H 0.48976 0.99072 -1.99638 0.0 0.0 0.0
H 2.64234 1.78632 1.42090 -0.1 0.0 0.0
H 1.70229 4.03766 1.60002 0.0 0.0 0.0
```
Positions in Å, forces in eV/Å.

Atom charges from the Löwdin analysis, given in e for atoms 1 to 5:
1. Ir 1.408
2. C -0.016
3. C -0.070
4. N -0.054
5. C -0.147

---

# 2
The following is a quantum chemistry calculation of a structure of composition C24H41AsBrFN5OPPdSi, from the Open Molecules 2025 dataset.

F_max   0.315 eV Å⁻¹
Total charge   +4
LUMO level   -14.0 eV
E_HOMO   -0.7181 Ha
ΔE to the lowest compared entry with this formula, charge and spin   0.0 kcal/mol

```
77
Properties=species:S:1:pos:R:3:forces:R:3
Pd 0.48759 0.81311 0.13894 -0.1 0.1 -0.1
C -3.54081 0.81670 3.90253 0.0 0.0 0.0
C -2.75198 0.01597 2.90970 0.0 0.0 0.0
C -3.02303 -1.33339 2.66197 0.0 0.0 0.0
C -2.29152 -2.03763 1.72455 0.0 0.0 0.0
C -1.28176 -1.38086 1.04047 -0.2 0.1 0.2
Br -0.27161 -2.30251 -0.23472 0.1 -0.2 -0.2
N -0.99614 -0.09229 1.26296 0.1 0.2 -0.2
C -1.72294 0.58263 2.18176 0.1 0.1 0.0
H -3.85164 0.19808 4.74270 0.0 0.0 0.0
H -4.44839 1.20785 3.43874 0.0 0.0 0.0
H -2.96970 1.65875 4.29083 0.0 0.0 0.0
H -3.81125 -1.83585 3.21049 0.0 0.0 0.0
H -2.48995 -3.08098 1.52185 0.0 0.0 0.0
H -1.44292 1.61932 2.33079 -0.1 -0.1 0.0
C -0.33293 5.21880 -1.19699 0.0 0.0 0.0
Si -0.89112 3.94716 0.04370 0.1 0.0 0.0
C 0.43516 3.66795 1.31348 0.0 0.0 0.0
C -2.54433 4.20678 0.83525 0.0 0.1 0.1
N -1.03489 2.31475 -0.90835 0.0 -0.1 -0.1
C -1.85151 2.19496 -1.88937 0.0 0.0 0.2
C -2.77283 3.24431 -2.37290 0.0 0.0 -0.1
C -3.64437 2.99970 -3.37116 0.0 0.0 0.0
C -3.68663 1.71199 -3.98884 0.1 0.0 0.1
C -2.83291 0.66380 -3.62408 -0.1 0.1 -0.1
C -1.94091 0.90993 -2.62863 0.0 -0.1 0.0
F -1.08861 -0.00863 -2.27852 0.1 -0.1 0.1
H 0.42292 5.85509 -0.72927 0.0 0.0 0.0
H -1.13239 5.88830 -1.51942 0.0 0.0 0.0
H 0.12059 4.77949 -2.08872 0.0 0.0 0.0
H 0.48154 4.57126 1.93080 0.0 0.0 0.0
H 1.41393 3.53004 0.84970 0.0 0.0 0.0
H 0.22190 2.83221 1.98530 0.1 0.1 0.0
H -2.57425 5.22853 1.22709 0.0 0.0 0.0
H -2.70023 3.54330 1.68780 0.0 0.0 0.0
H -3.39667 4.09645 0.16418 0.0 0.0 0.1
H -2.74431 4.21846 -1.90903 0.0 0.0 0.0
H -4.32274 3.76843 -3.71786 0.0 0.0 0.0
H -4.40549 1.54170 -4.78492 0.0 0.0 0.0
H -2.86862 -0.29772 -4.11988 0.0 0.0 0.0
C 3.79285 0.67486 4.14613 -0.1 0.0 0.0
N 4.45520 0.47617 2.76487 0.1 0.1 0.0
C 4.78187 -1.02625 2.60118 0.0 0.0 0.0
N 3.60508 -1.80034 2.77717 0.0 0.0 0.0
C 3.01780 -1.57409 4.09816 0.0 0.0 0.0
N 2.65253 -0.16512 4.26414 0.0 0.0 0.1
C 1.51951 0.24062 3.43872 0.1 0.0 0.0
P 1.97359 0.03379 1.66076 -0.1 0.0 -0.1
C 3.57002 0.96645 1.65446 0.0 0.0 0.1
C 2.63600 -1.69006 1.69343 0.0 -0.1 0.0
H 3.53707 1.72983 4.23840 0.0 0.0 0.0
H 4.54658 0.41158 4.88769 0.0 0.0 0.0
H 5.33374 1.00263 2.74797 0.0 0.0 0.0
H 5.52024 -1.26070 3.36740 0.0 0.0 0.0
H 5.21812 -1.16123 1.61242 0.0 0.0 0.0
H 3.74410 -1.84325 4.86460 0.0 0.0 0.0
H 2.13844 -2.20248 4.22572 0.0 0.0 0.0
H 1.25784 1.28003 3.65124 0.0 0.0 0.0
H 0.65246 -0.37733 3.67621 0.0 0.0 0.0
H 3.38677 2.03215 1.79498 0.0 0.0 0.0
H 4.07256 0.82062 0.70050 0.0 0.0 0.0
H 3.09437 -1.93358 0.73273 0.0 0.0 0.0
H 1.82515 -2.39982 1.85462 0.0 0.0 0.0
C 3.18803 3.76514 -2.40435 0.0 0.0 0.0
As 2.62198 1.93653 -2.45175 0.0 -0.1 0.0
C 1.20982 1.73746 -3.73021 0.0 0.0 0.0
C 4.07205 0.81287 -2.97716 0.0 0.0 0.0
O 2.13782 1.46140 -0.88914 -0.1 0.1 0.3
H 2.99831 4.22370 -3.37471 0.0 0.0 0.0
H 4.25496 3.81028 -2.19228 0.0 0.0 0.0
H 2.63718 4.29579 -1.63066 0.0 0.0 0.0
H 1.58355 2.06203 -4.70230 0.0 0.0 0.0
H 0.36768 2.36780 -3.45047 0.0 0.0 0.0
H 0.91725 0.69032 -3.79090 0.0 0.0 0.0
H 4.46559 1.16417 -3.93179 0.0 0.0 0.0
H 3.71898 -0.21140 -3.08266 0.0 0.0 0.0
H 4.86074 0.86840 -2.22882 0.0 0.0 0.0
```
Positions in Å, forces in eV/Å.

Atom charges from the Löwdin analysis, given in e for atoms 1 to 5:
1. Pd 0.723
2. C -0.007
3. C -0.214
4. C 0.050
5. C -0.047